ORCA calculation (wB97M-V/def2-TZVPD) on a cluster of 2 separate species, NO5P in total.

- charge = -2
- total energy (eV) = -21010.8276
- max |F| (eV Å⁻¹) = 3.78
- HOMO level (alpha / beta) (eV) = 0.0 / 1.2
- orbital gap (alpha / beta) (eV) = 7.0962 / 5.9343
- LUMO level (alpha / beta) (eV) = 7.13 / 7.15

Last column: Löwdin charge in e.
Positions of all 7 atoms, in Å:
N (0.9582, 0.4881, -0.1312)  -0.494
O (-0.5116, -2.4190, 0.6743)  -0.811
O (-1.5057, 0.1549, -1.3658)  -0.454
O (1.4575, 0.9287, 0.9397)  -0.113
O (1.6727, 0.2695, -1.1407)  -0.123
O (-1.3174, 0.6108, 1.0993)  -0.420
P (-0.7537, -0.0330, -0.0756)  0.415


ORCA calculation (wB97M-V/def2-TZVPD) on a structure of composition C27H21InN10O3Se.

- charge = +2
- total energy (eV) = -119893.6986
- max |F| (eV Å⁻¹) = 0.64
- HOMO level (eV) = -13.5
- orbital gap (eV) = 7.4712
- LUMO level (eV) = -6.07

Last column: Löwdin charge in e.
Positions of all 63 atoms, in Å:
In (-0.0111, -0.2110, -0.1609)  0.940
Se (1.6922, 2.1339, 7.1175)  1.231
N (0.7179, 2.8427, 5.8177)  -0.206
C (0.8032, 2.0329, 4.7935)  -0.338
C (0.1333, 2.2708, 3.5213)  -0.060
C (-0.6800, 3.3834, 3.2929)  0.054
C (-1.2894, 3.5359, 2.0667)  0.007
C (-1.0691, 2.5742, 1.0877)  -0.073
N (-0.2876, 1.5188, 1.2960)  0.035
C (0.3033, 1.3471, 2.4916)  -0.121
C (1.1215, 0.1372, 2.6836)  -0.116
N (1.2174, -0.7307, 1.6565)  0.052
C (1.9211, -1.8487, 1.8054)  -0.064
C (2.5873, -2.1575, 2.9848)  0.011
C (2.5041, -1.2789, 4.0416)  0.056
C (1.7572, -0.1071, 3.8991)  -0.060
C (1.6057, 0.8615, 4.9783)  -0.337
N (2.1681, 0.7258, 6.1520)  -0.206
H (-0.8180, 4.1035, 4.0890)  0.135
H (-1.9293, 4.3807, 1.8569)  0.127
H (-1.5360, 2.6447, 0.1125)  0.130
H (1.9450, -2.5228, 0.9596)  0.111
H (3.1484, -3.0778, 3.0589)  0.129
H (2.9974, -1.4750, 4.9847)  0.136
N (1.9523, 1.1954, -0.6287)  0.076
C (2.2815, 1.2558, -2.0370)  -0.220
C (3.3613, 1.9306, -2.5284)  0.011
C (3.6203, 1.9612, -3.9155)  -0.031
C (2.7870, 1.3209, -4.7856)  0.005
C (1.6630, 0.6086, -4.3039)  -0.128
C (0.7662, -0.0811, -5.1502)  0.041
C (-0.2905, -0.7599, -4.6123)  0.001
C (-0.4574, -0.7583, -3.2205)  -0.081
N (0.3582, -0.1229, -2.4015)  0.046
C (1.4139, 0.5695, -2.9177)  -0.150
H (1.6572, 2.1119, -0.3002)  0.109
H (2.7746, 0.9514, -0.0835)  0.116
H (4.0250, 2.4536, -1.8501)  0.130
H (4.4814, 2.5028, -4.2807)  0.123
H (2.9734, 1.3485, -5.8514)  0.131
H (0.9283, -0.0634, -6.2208)  0.138
H (-0.9941, -1.2965, -5.2317)  0.125
H (-1.2807, -1.2889, -2.7612)  0.120
N (1.3767, -3.7102, -1.5445)  0.221
C (0.1958, -3.4737, -0.9554)  -0.468
O (-0.1104, -2.3146, -0.5352)  -0.089
C (-0.7326, -4.5363, -0.7945)  -0.159
C (-0.4418, -5.8439, -1.2589)  -0.204
N (-0.0912, -6.8601, -1.6701)  0.179
C (-1.9306, -4.1837, -0.1944)  -0.042
N (-2.9003, -3.8050, 0.2997)  0.280
H (1.9935, -2.9460, -1.7566)  0.121
H (1.5994, -4.6288, -1.8977)  0.120
N (-4.4109, -1.9217, 1.1004)  0.047
C (-4.0838, -0.8676, 0.1296)  -0.097
C (-2.6060, -0.5600, 0.1803)  -0.625
O (-2.0802, 0.0589, -0.8086)  -0.049
O (-1.9185, -0.9165, 1.1535)  0.013
H (-3.6913, -3.0335, 0.7271)  0.060
H (-5.4131, -2.0805, 1.1414)  0.139
H (-4.0925, -1.6567, 2.0291)  0.130
H (-4.6323, 0.0613, 0.3029)  0.143
H (-4.3341, -1.2079, -0.8746)  0.143


ORCA calculation (wB97M-V/def2-TZVPD) on a cluster of 10 separate species, C36H96ClN6O19 in total.

- charge = -1
- total energy (eV) = -99234.6455
- max |F| (eV Å⁻¹) = 3.26
- HOMO level (eV) = -6.2
- orbital gap (eV) = 8.2182
- LUMO level (eV) = 2.03

Last column: Löwdin charge in e.
Positions of all 158 atoms, in Å:
Cl (-13.4708, 17.4794, 11.6955)  0.627
O (-14.2249, 18.6786, 11.9680)  -0.395
O (-12.7908, 17.4797, 10.3874)  -0.396
O (-12.4343, 17.4177, 12.7117)  -0.418
O (-14.2876, 16.2824, 11.8746)  -0.401
O (-10.9236, 13.7901, 11.9448)  -0.054
H (-11.7192, 13.2927, 11.7558)  0.017
H (-11.1732, 14.7038, 11.8063)  0.021
O (-13.9052, 11.6548, 10.1374)  -0.049
H (-14.3994, 12.2452, 10.7061)  0.030
H (-14.5052, 11.4558, 9.4187)  0.020
O (-13.9005, 18.8638, 16.4290)  -0.058
H (-13.8764, 18.7400, 15.4801)  0.029
H (-12.9948, 19.0605, 16.6684)  0.026
C (-26.1487, 11.8710, 16.2095)  -0.164
O (-25.1383, 11.8764, 15.3072)  -0.197
C (-25.2354, 12.9072, 14.3298)  -0.183
C (-23.7378, 13.2248, 14.0276)  -0.199
N (-23.4584, 14.3031, 13.0905)  -0.082
C (-23.4846, 15.6258, 13.7372)  -0.218
C (-23.1742, 16.7596, 12.7814)  -0.207
O (-21.8180, 17.0210, 12.3666)  -0.185
C (-20.9030, 17.3418, 13.3995)  -0.108
H (-27.1222, 11.7738, 15.7289)  0.087
H (-26.1074, 12.7991, 16.7796)  0.088
H (-26.0382, 11.0577, 16.9268)  0.090
H (-25.7497, 13.8250, 14.6147)  0.111
H (-25.7584, 12.4509, 13.4893)  0.123
H (-23.3482, 12.3017, 13.5985)  0.119
H (-23.1155, 13.4781, 14.8858)  0.111
H (-22.6244, 14.1906, 12.5320)  0.112
H (-22.7170, 15.5238, 14.5043)  0.098
H (-24.4534, 15.8560, 14.1806)  0.118
H (-23.5415, 17.6838, 13.2276)  0.114
H (-23.8452, 16.5711, 11.9433)  0.122
H (-19.9361, 17.3612, 12.8966)  0.095
H (-20.9331, 16.4912, 14.0803)  0.069
H (-20.9702, 18.2334, 14.0228)  0.087
C (-10.6087, 27.0842, 12.3857)  -0.145
O (-11.2164, 25.8990, 11.9733)  -0.185
C (-10.4785, 24.7144, 12.2928)  -0.207
C (-11.0999, 23.4483, 11.6459)  -0.187
N (-10.8194, 23.6440, 10.2190)  -0.067
C (-11.5103, 22.6335, 9.4148)  -0.190
C (-13.0010, 22.8859, 9.1399)  -0.250
O (-13.1405, 23.9974, 8.3695)  -0.149
C (-13.1412, 25.2048, 9.0650)  -0.122
H (-9.6148, 27.3590, 12.0325)  0.084
H (-10.4615, 27.1337, 13.4646)  0.078
H (-11.2617, 27.9436, 12.2330)  0.085
H (-10.6079, 24.4302, 13.3371)  0.113
H (-9.4291, 24.8569, 12.0348)  0.122
H (-12.1584, 23.3857, 11.8983)  0.117
H (-10.5805, 22.5772, 12.0453)  0.123
H (-11.1964, 24.5407, 9.9472)  0.043
H (-11.3333, 21.7006, 9.9500)  0.122
H (-11.0945, 22.6613, 8.4076)  0.114
H (-13.5635, 22.9757, 10.0692)  0.117
H (-13.2414, 21.9730, 8.5951)  0.129
H (-13.8344, 25.2860, 9.9022)  0.095
H (-13.6706, 25.8824, 8.3951)  0.092
H (-12.2130, 25.6285, 9.4483)  0.071
C (-3.6488, 15.2176, 15.7107)  -0.130
O (-3.5079, 15.4101, 14.3169)  -0.194
C (-3.0881, 16.7400, 13.9503)  -0.205
C (-2.6166, 16.8912, 12.4794)  -0.164
N (-3.7882, 16.9085, 11.5387)  -0.067
C (-3.4384, 16.3813, 10.2734)  -0.244
C (-4.5608, 16.7733, 9.2871)  -0.213
O (-5.8591, 16.2400, 9.4629)  -0.189
C (-6.9738, 17.0802, 9.3496)  -0.115
H (-3.8046, 14.1579, 15.9129)  0.087
H (-4.6187, 15.6885, 15.8713)  0.081
H (-3.0374, 15.6956, 16.4761)  0.081
H (-2.2030, 16.9426, 14.5534)  0.108
H (-3.9066, 17.4255, 14.1698)  0.119
H (-2.0411, 15.9939, 12.2519)  0.113
H (-2.0311, 17.7987, 12.3325)  0.111
H (-4.1995, 17.8294, 11.4847)  0.109
H (-3.1238, 15.3398, 10.3393)  0.121
H (-2.5387, 16.8147, 9.8364)  0.105
H (-4.3045, 16.4380, 8.2821)  0.115
H (-4.6297, 17.8610, 9.2689)  0.113
H (-6.9434, 17.6836, 10.2569)  0.085
H (-7.9117, 16.5257, 9.3815)  0.092
H (-7.0599, 17.7145, 8.4673)  0.082
C (-16.2401, 14.1626, 1.8342)  -0.093
O (-16.4422, 14.3317, 3.2543)  -0.206
C (-17.3379, 15.2901, 3.6860)  -0.237
C (-17.0822, 15.5654, 5.2010)  -0.173
N (-17.8477, 14.6386, 6.0606)  -0.057
C (-17.7356, 14.9816, 7.4892)  -0.238
C (-18.3692, 13.9698, 8.2815)  -0.300
O (-17.5657, 12.7985, 8.2482)  -0.152
C (-18.3030, 11.8782, 9.0775)  -0.111
H (-15.2543, 13.7844, 1.5635)  0.083
H (-16.3546, 15.0850, 1.2649)  0.074
H (-17.0078, 13.5383, 1.3770)  0.076
H (-18.3176, 14.9896, 3.3144)  0.125
H (-16.9654, 16.2174, 3.2508)  0.108
H (-17.3184, 16.6198, 5.3447)  0.112
H (-16.0359, 15.4299, 5.4747)  0.119
H (-17.8572, 13.6677, 5.7828)  0.113
H (-18.3275, 15.8665, 7.7231)  0.125
H (-16.7083, 15.1971, 7.7832)  0.132
H (-19.3528, 13.8151, 7.8381)  0.127
H (-18.5508, 14.3824, 9.2739)  0.130
H (-18.5622, 12.2571, 10.0661)  0.081
H (-17.7748, 10.9330, 9.2034)  0.084
H (-19.2797, 11.7249, 8.6186)  0.080
C (-7.3176, 7.2994, 17.0101)  -0.139
O (-8.5977, 7.9293, 16.7740)  -0.187
C (-9.3994, 8.1523, 18.0469)  -0.168
C (-10.9185, 8.2061, 17.8699)  -0.225
N (-11.3742, 9.4700, 17.2648)  -0.044
C (-12.8232, 9.6645, 17.2732)  -0.213
C (-13.3364, 10.2412, 15.9255)  -0.185
O (-12.7439, 11.5418, 15.8791)  -0.223
C (-13.3590, 12.6392, 16.5419)  -0.083
H (-6.5178, 7.8628, 17.4907)  0.073
H (-6.8656, 7.1399, 16.0311)  0.079
H (-7.2804, 6.3312, 17.5095)  0.073
H (-8.9902, 8.9967, 18.6015)  0.114
H (-9.1722, 7.2655, 18.6387)  0.103
H (-11.2666, 8.1012, 18.8975)  0.112
H (-11.0858, 7.2979, 17.2908)  0.121
H (-10.8897, 10.0767, 17.9108)  0.101
H (-13.1269, 10.1395, 18.2061)  0.108
H (-13.2618, 8.6688, 17.3390)  0.103
H (-14.4147, 10.2797, 15.7711)  0.109
H (-13.0698, 9.5578, 15.1193)  0.118
H (-13.3204, 12.3485, 17.5917)  0.072
H (-14.3467, 12.7985, 16.1092)  0.087
H (-12.7069, 13.4921, 16.3534)  0.095
C (-17.7014, 22.4122, 12.9866)  -0.123
O (-18.0344, 22.7228, 14.3138)  -0.200
C (-16.9386, 22.7358, 15.2367)  -0.210
C (-17.4361, 22.5497, 16.6670)  -0.209
N (-16.4549, 22.1402, 17.6900)  -0.062
C (-17.1391, 22.1216, 19.0304)  -0.189
C (-16.4007, 21.1698, 19.9887)  -0.273
O (-17.0811, 21.1532, 21.1984)  -0.171
C (-16.7354, 20.0498, 22.0225)  -0.111
H (-18.5498, 22.0821, 12.3872)  0.089
H (-17.1288, 21.4850, 12.9682)  0.079
H (-17.0112, 23.1395, 12.5590)  0.086
H (-16.4559, 23.7105, 15.1665)  0.119
H (-16.2291, 21.9583, 14.9534)  0.119
H (-18.1990, 21.7786, 16.5602)  0.116
H (-17.7994, 23.5151, 17.0195)  0.118
H (-15.8836, 21.3311, 17.4926)  0.097
H (-18.1477, 21.7091, 19.0570)  0.111
H (-17.1399, 23.1383, 19.4233)  0.116
H (-15.3911, 21.5752, 20.0555)  0.119
H (-16.1840, 20.2074, 19.5251)  0.122
H (-17.2999, 19.1885, 21.6654)  0.092
H (-16.7720, 20.3285, 23.0757)  0.084
H (-15.6931, 19.7324, 22.0520)  0.079


ORCA calculation (wB97M-V/def2-TZVPD) on an isolated molecule of C16H19N3O6.

- SMILES string = CCOCCCNC(=O)/C(C#N)=C/c1cc(OC)c(O)c([N+](=O)[O-])c1
- charge = 0
- total energy (eV) = -33652.0532
- max |F| (eV Å⁻¹) = 1.44
- HOMO level (eV) = -8.9
- orbital gap (eV) = 8.0429
- LUMO level (eV) = -0.81

Last column: Löwdin charge in e.
Positions of all 44 atoms, in Å:
C (2.7747, 2.2404, -1.6075)  -0.068
C (3.5029, 0.9054, -1.5991)  -0.277
O (4.0892, 0.7239, -0.3240)  -0.180
C (5.0991, -0.2559, -0.2558)  -0.222
C (4.5874, -1.7014, -0.2650)  -0.148
C (3.7140, -2.0102, 0.9529)  -0.162
N (2.4866, -1.2493, 0.9353)  0.082
C (1.2882, -1.8357, 0.7674)  -0.457
O (1.1217, -3.0378, 0.7023)  0.061
C (0.1177, -0.8857, 0.6868)  -0.113
C (0.3889, 0.4815, 0.8325)  -0.192
N (0.6644, 1.5937, 0.9456)  0.199
C (-1.0999, -1.4322, 0.4657)  0.058
C (-2.3904, -0.8041, 0.3360)  -0.177
C (-2.6026, 0.5701, 0.5470)  0.065
C (-3.8541, 1.1211, 0.4030)  -0.179
O (-4.1661, 2.4399, 0.5744)  -0.085
C (-3.1331, 3.3318, 0.9346)  -0.056
C (-4.9684, 0.3189, 0.0458)  -0.153
O (-6.1665, 0.8801, -0.1065)  0.126
C (-4.7493, -1.0470, -0.1559)  -0.061
N (-5.8329, -1.9307, -0.5164)  -0.351
O (-5.5242, -3.0317, -0.9242)  0.078
O (-6.9678, -1.5400, -0.3863)  0.114
C (-3.4790, -1.5948, -0.0127)  0.061
H (3.4823, 3.0491, -1.4484)  0.078
H (2.2753, 2.3830, -2.5617)  0.076
H (2.0383, 2.2657, -0.8084)  0.029
H (2.7966, 0.0895, -1.8186)  0.115
H (4.2867, 0.8932, -2.3709)  0.120
H (5.8108, -0.1170, -1.0835)  0.121
H (5.6189, -0.0590, 0.6867)  0.126
H (5.4495, -2.3689, -0.2610)  0.116
H (4.0171, -1.8896, -1.1764)  0.115
H (3.4349, -3.0666, 0.9624)  0.120
H (4.2648, -1.7753, 1.8699)  0.127
H (2.5960, -0.2441, 0.8783)  0.114
H (-1.0908, -2.5125, 0.3631)  0.132
H (-1.7709, 1.1912, 0.8284)  0.080
H (-2.6986, 3.0661, 1.9018)  0.104
H (-3.6048, 4.3100, 1.0041)  0.098
H (-2.3464, 3.3573, 0.1761)  0.103
H (-6.0975, 1.8319, 0.0665)  0.129
H (-3.3627, -2.6542, -0.1841)  0.130


ORCA calculation (wB97M-V/def2-TZVPD) on a cluster of 2 separate species, C4H13NO2 in total.

- SMILES string = C[C@H](N)CCO.O
- charge = 0
- total energy (eV) = -9943.6571
- max |F| (eV Å⁻¹) = 1.71
- HOMO level (eV) = -9.2
- orbital gap (eV) = 9.8582
- LUMO level (eV) = 0.70

Last column: Löwdin charge in e.
Positions of all 20 atoms, in Å:
C (-1.1211, -1.7400, 1.1663)  -0.073
C (-0.4963, -0.6033, 0.4099)  -0.463
N (0.7019, -1.0453, -0.3559)  0.043
C (-0.1013, 0.5717, 1.3146)  -0.166
C (0.9728, 1.4457, 0.7278)  -0.247
O (0.5918, 1.8626, -0.6091)  -0.087
H (-1.9690, -1.3440, 1.7197)  0.082
H (-0.4258, -2.1593, 1.8910)  0.082
H (-1.3805, -2.5169, 0.4574)  0.075
H (-1.1765, -0.2018, -0.3526)  0.127
H (0.7100, -0.5498, -1.2431)  0.041
H (0.6830, -2.0443, -0.5077)  0.066
H (-0.9777, 1.1766, 1.5475)  0.116
H (0.2353, 0.1158, 2.2584)  0.120
H (1.1420, 2.3268, 1.3343)  0.111
H (1.9239, 0.9263, 0.6313)  0.108
H (0.3782, 2.7986, -0.5834)  0.083
O (0.2404, 0.2521, -3.6415)  -0.058
H (-0.3682, -0.2683, -3.1070)  0.022
H (0.4373, 0.9967, -3.0579)  0.019